1.
Computed, not measured: an isolated ion of composition CH2BrN2 and charge +1 at a distorted geometry, with ωB97M-V/def2-TZVPD.

Each line ends with the Löwdin charge.
CARTESIAN COORDINATES (ANGSTROEM)
C  0.508  0.665  -0.198  -0.492
N  -0.498  -0.001  -0.022  -0.037
N  -1.028  -1.011  -0.218  0.336
Br  2.210  -0.045  0.009  0.944
H  0.301  1.670  -0.218  0.089
H  -1.493  -1.278  0.646  0.160

Values from the calculation:
- charge = +1
- SMILES = N=[N+]=CBr
- LUMO energy (eV) = -7.50

---

2.
Computed, not measured: C10H24N2NbO4 as an isolated structure at a distorted geometry, with ωB97M-V/def2-TZVPD.

Each line ends with the Löwdin charge.
CARTESIAN COORDINATES (ANGSTROEM)
C  2.878  -0.183  2.213  -0.114
C  1.821  -1.319  2.536  -0.266
C  0.931  -1.747  1.316  -0.276
C  -0.462  -0.991  1.410  -0.491
C  -1.441  -1.962  2.222  -0.173
Nb  -1.307  -0.284  -0.577  1.578
C  -3.493  -0.675  0.007  -0.373
O  -3.931  -0.099  1.266  -0.319
O  -3.814  1.275  1.243  -0.120
C  0.757  0.428  -1.338  -0.295
C  0.566  1.625  -2.333  -0.505
O  0.267  1.131  -3.653  -0.106
C  1.744  2.659  -2.379  -0.255
N  2.449  2.842  -1.092  -0.029
N  -1.059  -2.251  -1.417  -0.080
C  -0.995  -2.197  -2.662  -0.567
O  -0.549  -2.153  -3.717  0.111
H  2.814  0.148  1.153  0.052
H  2.721  0.670  2.920  0.061
H  3.906  -0.556  2.450  0.058
H  2.404  -2.187  2.941  0.090
H  1.183  -0.945  3.373  0.093
H  0.702  -2.834  1.466  0.090
H  1.437  -1.670  0.329  0.076
H  -0.309  -0.088  2.059  0.059
H  -0.868  -2.621  2.926  0.060
H  -2.159  -1.396  2.857  0.056
H  -1.964  -2.577  1.449  0.046
H  -1.944  0.213  -2.240  -0.083
H  -1.524  1.445  -0.002  -0.076
H  -3.734  -1.765  -0.063  0.047
H  -4.128  -0.190  -0.789  0.032
H  -3.104  1.452  1.886  0.077
H  1.369  0.670  -0.444  0.008
H  1.153  -0.456  -1.902  0.053
H  -0.365  2.157  -2.007  0.075
H  -0.304  1.787  -4.079  0.084
H  2.423  2.418  -3.234  0.108
H  1.278  3.653  -2.653  0.100
H  1.713  2.840  -0.381  0.063
H  2.937  3.734  -1.062  0.052

Values from the calculation:
- charge = -1
- LUMO energy (eV) = 2.78

---

3.
Computed, not measured: C73H78AsClN7O10SSeSiTi as an isolated structure at a distorted geometry, with ωB97M-V/def2-TZVPD.

Each line ends with the Löwdin charge.
CARTESIAN COORDINATES (ANGSTROEM)
Ti  -0.421  -0.196  -0.770  0.836
S  0.388  -0.379  1.427  0.771
C  0.450  0.912  2.638  -0.617
C  0.580  0.402  3.933  -0.152
C  0.744  1.240  5.018  -0.076
C  0.801  2.609  4.809  -0.066
C  0.683  3.117  3.527  -0.084
C  0.515  2.299  2.408  -0.370
As  0.022  3.012  0.627  1.404
C  -0.732  4.708  1.343  -0.372
C  -2.102  4.889  1.462  -0.101
C  -2.625  6.051  2.016  -0.068
C  -1.780  7.053  2.459  -0.077
C  -0.406  6.893  2.332  -0.070
C  0.111  5.736  1.773  -0.137
C  1.472  4.047  -0.284  -0.394
C  2.848  3.880  -0.251  -0.128
C  3.678  4.646  -1.065  -0.068
C  3.145  5.576  -1.940  -0.080
C  1.767  5.750  -1.992  -0.079
C  0.947  4.993  -1.173  -0.170
H  0.543  -0.674  4.060  0.102
H  0.810  0.823  6.015  0.112
H  0.917  3.287  5.645  0.110
H  0.714  4.186  3.404  0.084
H  -2.772  4.117  1.119  0.059
H  -3.699  6.174  2.093  0.107
H  -2.181  7.958  2.896  0.106
H  0.266  7.673  2.668  0.108
H  1.184  5.636  1.666  0.106
H  3.302  3.157  0.410  0.041
H  4.751  4.508  -1.010  0.109
H  3.790  6.169  -2.575  0.106
H  1.332  6.479  -2.665  0.106
H  -0.124  5.175  -1.185  0.087
N  -2.058  1.202  -3.806  0.213
C  -1.495  1.234  -5.171  -0.268
C  -0.803  -0.093  -5.497  -0.083
C  0.483  -0.356  -4.697  -0.315
N  0.242  -0.726  -3.272  0.058
C  1.411  0.860  -4.820  -0.098
C  0.760  2.189  -4.425  -0.335
N  0.460  2.221  -2.975  0.061
C  -0.515  2.404  -5.263  -0.088
H  -2.476  0.262  -3.565  0.125
H  -2.749  1.936  -3.641  0.142
H  -1.272  1.373  -3.159  0.076
H  -2.324  1.380  -5.865  0.156
H  -0.540  -0.073  -6.556  0.135
H  -1.502  -0.920  -5.348  0.121
H  0.988  -1.203  -5.172  0.150
H  1.141  -1.026  -2.898  0.052
H  -0.337  -1.564  -3.283  0.085
H  1.720  0.942  -5.864  0.130
H  2.314  0.696  -4.223  0.117
H  1.461  2.994  -4.671  0.144
H  0.211  3.171  -2.720  0.057
H  1.318  2.026  -2.465  0.029
H  -0.216  2.529  -6.305  0.133
H  -1.010  3.330  -4.952  0.123
C  5.705  2.286  4.540  -0.096
C  5.981  1.559  3.224  -0.248
C  4.971  1.934  2.137  -0.169
C  3.585  1.311  2.327  -0.152
N  3.574  -0.094  1.952  -0.001
C  3.533  -0.559  0.683  -0.654
Se  2.899  0.364  -0.784  0.769
N  3.898  -1.860  0.690  0.013
C  4.284  -2.641  -0.483  -0.134
C  5.542  -2.110  -1.170  -0.183
C  6.842  -2.240  -0.370  -0.233
C  7.045  -1.151  0.685  -0.092
C  4.067  -2.271  2.006  -0.154
C  4.338  -3.514  2.565  -0.001
C  4.380  -3.589  3.945  -0.061
C  4.174  -2.462  4.747  -0.062
C  3.914  -1.221  4.194  -0.002
C  3.861  -1.148  2.808  -0.159
H  6.458  2.035  5.286  0.076
H  4.727  2.021  4.948  0.059
H  5.723  3.366  4.386  0.078
H  5.982  0.479  3.389  0.091
H  6.980  1.825  2.872  0.112
H  5.344  1.630  1.156  0.101
H  4.858  3.022  2.129  0.115
H  2.859  1.819  1.703  0.055
H  3.255  1.388  3.362  0.112
H  3.462  -2.644  -1.195  0.090
H  4.448  -3.663  -0.146  0.124
H  5.384  -1.062  -1.434  0.076
H  5.640  -2.672  -2.101  0.120
H  7.669  -2.176  -1.079  0.107
H  6.896  -3.226  0.102  0.110
H  6.893  -0.162  0.245  0.074
H  8.062  -1.192  1.077  0.079
H  6.367  -1.263  1.533  0.053
H  4.492  -4.395  1.958  0.097
H  4.568  -4.546  4.412  0.113
H  4.215  -2.562  5.823  0.110
H  3.746  -0.350  4.813  0.111
O  1.507  -3.525  -1.689  0.107
C  0.916  -2.983  -0.783  -0.503
O  0.606  -1.702  -0.836  -0.360
C  0.609  -3.776  0.469  -0.088
C  -0.536  -3.576  1.228  0.045
C  -0.801  -4.407  2.300  -0.106
C  0.070  -5.408  2.686  0.102
C  1.222  -5.562  1.942  -0.106
C  1.492  -4.781  0.832  0.073
N  2.199  -6.583  2.350  -0.334
O  1.823  -7.436  3.126  0.109
O  3.320  -6.493  1.885  0.073
N  -2.050  -4.213  3.047  -0.336
O  -2.217  -4.879  4.046  0.106
O  -2.841  -3.392  2.613  0.080
H  -1.251  -2.819  0.974  0.095
H  -0.138  -6.038  3.538  0.139
H  2.383  -4.969  0.250  0.131
O  -1.797  0.913  -0.741  -0.456
Si  -3.345  1.290  -0.288  0.573
C  -4.729  0.080  -0.729  -0.228
C  -5.299  0.031  -2.005  -0.117
C  -6.441  -0.711  -2.258  -0.071
C  -7.051  -1.419  -1.230  -0.071
C  -6.500  -1.390  0.043  -0.068
C  -5.353  -0.648  0.289  -0.080
C  -3.785  2.862  -1.243  -0.236
C  -5.121  3.226  -1.439  -0.086
C  -5.450  4.409  -2.085  -0.063
C  -4.451  5.257  -2.543  -0.070
C  -3.118  4.916  -2.360  -0.078
C  -2.797  3.728  -1.720  -0.143
C  -3.476  1.483  1.578  -0.238
C  -2.842  0.561  2.411  -0.113
C  -2.956  0.643  3.790  -0.065
C  -3.723  1.647  4.362  -0.064
C  -4.398  2.545  3.548  -0.068
C  -4.279  2.460  2.171  -0.104
H  -4.864  0.603  -2.818  0.096
H  -6.867  -0.720  -3.254  0.109
H  -7.958  -1.979  -1.415  0.109
H  -6.968  -1.936  0.852  0.112
H  -4.946  -0.631  1.292  0.103
H  -5.911  2.578  -1.077  0.110
H  -6.490  4.674  -2.225  0.110
H  -4.708  6.189  -3.031  0.109
H  -2.333  5.580  -2.703  0.103
H  -1.759  3.465  -1.546  0.043
H  -2.284  -0.250  1.965  0.065
H  -2.452  -0.082  4.416  0.108
H  -3.811  1.719  5.438  0.108
H  -5.025  3.310  3.988  0.108
H  -4.827  3.158  1.546  0.103
C  -1.825  -6.704  -0.492  -0.016
C  -2.543  -6.568  -1.805  -0.186
C  -2.717  -7.651  -2.650  -0.059
C  -3.417  -7.513  -3.841  -0.674
Cl  -3.635  -8.890  -4.870  0.670
C  -3.944  -6.290  -4.205  -0.101
C  -3.760  -5.192  -3.375  -0.004
C  -3.068  -5.327  -2.184  -0.217
O  -2.823  -4.309  -1.299  -0.021
C  -3.583  -3.120  -1.372  -0.074
C  -2.713  -1.985  -1.897  -0.531
O  -2.827  -1.569  -3.058  0.024
O  -1.843  -1.557  -1.058  -0.125
H  -1.501  -7.730  -0.332  0.086
H  -2.483  -6.409  0.328  0.090
H  -0.953  -6.045  -0.463  0.073
H  -2.310  -8.615  -2.376  0.115
H  -4.488  -6.181  -5.133  0.108
H  -4.161  -4.236  -3.686  0.110
H  -3.878  -2.868  -0.356  0.127
H  -4.472  -3.218  -1.990  0.123

Values from the calculation:
- charge = +1
- LUMO energy (eV) = -3.36

---

4.
Computed, not measured: an isolated molecule of C5H7FN2 at a distorted geometry, with ωB97M-V/def2-TZVPD.

Each line ends with the Löwdin charge.
CARTESIAN COORDINATES (ANGSTROEM)
C  -2.912  -0.179  0.088  -0.084
C  -0.485  -1.110  0.029  -0.090
C  0.765  -0.257  0.103  -0.215
C  2.012  -0.643  -0.007  -0.132
C  0.318  1.121  0.064  -0.093
H  -3.413  0.604  -0.502  0.083
H  -3.150  0.043  1.126  0.071
H  -3.337  -1.153  -0.155  0.079
H  -0.530  -1.924  -0.738  0.134
H  -0.700  -1.551  1.017  0.120
H  2.368  -1.657  -0.110  0.123
H  1.003  1.976  0.212  0.123
N  -1.508  -0.066  -0.280  -0.235
N  -0.988  1.206  -0.055  0.079
F  3.005  0.232  -0.019  0.036

Values from the calculation:
- charge = 0
- SMILES = CN1C/C(=C/F)C=N1
- LUMO energy (eV) = 0.84

---

5.
Computed, not measured: an isolated molecule of C4H6ClF at a distorted geometry, with ωB97M-V/def2-TZVPD.

Each line ends with the Löwdin charge.
CARTESIAN COORDINATES (ANGSTROEM)
C  0.027  -0.262  -1.551  -0.046
C  0.514  0.050  -0.095  -0.246
C  -0.013  -0.659  1.134  -0.257
C  -0.340  0.757  0.906  -0.652
H  -1.023  -0.568  -1.719  0.081
H  0.182  0.663  -2.202  0.099
H  0.451  -1.005  -2.139  0.032
H  1.545  0.248  0.074  0.129
H  -0.845  -1.386  1.138  0.159
H  -1.352  0.901  0.542  0.097
F  0.698  -1.018  2.286  -0.021
Cl  0.155  2.278  1.627  0.625

Values from the calculation:
- charge = 0
- SMILES = C[C@@H]1[C@@H](F)[C@H]1Cl
- LUMO energy (eV) = 0.96

---

Across the entries above, Kohn-Sham gap takes the values 8.78; 7.09; 6.51; 8.66; 11.26 eV, respectively.
Across the entries above, energy relative to the best compared isomer or geometry (same formula, charge and spin) takes the values 3.3; 21.4; 0.0; 52.6; 30.6 kcal/mol, respectively.
Across the entries above, HOMO energy takes the values -16.3; -4.3; -9.9; -7.8; -10.3 eV, respectively.